(1)
Entry from the OMol25 dataset: a structure of composition C49H36F15GeIIrN6O5S (ωB97M-V/def2-TZVPD).

**2S+1**: 2
**E_HOMO (alpha / beta)**: -8.13 / -8.12 eV
**Expectation value of S²**: 0.78
**Frontier orbital gap (alpha / beta)**: 5.9 / 5.4 eV

Element x y z (Å)
Ir1 0.15071 0.35207 0.23072
C1 2.76902 -3.22229 2.38135
C2 2.81201 -1.75934 1.95079
C3 2.43272 -0.87528 3.10980
C4 3.38368 -0.59034 4.07746
C5 3.05759 0.15220 5.19827
C6 1.76780 0.62350 5.34641
C7 0.78051 0.36172 4.40222
C8 -0.55400 1.05580 4.57912
C9 -0.38726 2.57047 4.39465
C10 1.11368 -0.41938 3.28035
N1 0.14780 -0.68369 2.27664
C11 -1.02495 -1.15184 2.54709
C12 -2.05762 -0.98955 1.63676
C13 -3.38197 -1.43271 1.63730
C14 -3.98839 -0.85478 0.52846
C15 -3.01681 -0.06280 -0.09543
N2 -1.86127 -0.13250 0.57447
H1 3.14053 -3.87635 1.59306
H2 1.74216 -3.49605 2.62259
H3 3.37977 -3.39050 3.27010
H4 2.11788 -1.62264 1.12457
H5 3.82079 -1.50639 1.61560
H6 4.39299 -0.96703 3.95418
H7 3.80868 0.37262 5.94531
H8 1.50991 1.22363 6.21158
H9 -0.93922 0.84908 5.58026
H10 -1.28923 0.69926 3.86186
H11 0.23662 2.99404 5.18171
H12 -1.35944 3.06935 4.41693
H13 0.09990 2.76766 3.44084
H14 -1.20999 -1.67856 3.48293
H15 -3.82394 -2.10145 2.35889
H16 -5.00620 -0.97321 0.19675
H17 -3.13338 0.55287 -0.97200
O1 5.81170 2.03609 1.63512
C16 5.82505 1.16383 0.64940
O2 6.84098 0.68262 0.21217
C17 4.50761 0.74751 0.08011
C18 4.38913 -0.15486 -0.95529
N3 3.08107 -0.34711 -1.17282
N4 2.33842 0.37214 -0.33058
C19 3.17965 1.04399 0.43959
C20 2.58672 1.86503 1.52838
O3 3.30453 2.56657 2.23926
O4 1.32890 1.73654 1.63952
H18 4.88709 2.32382 1.89205
H19 5.16023 -0.65030 -1.52075
H20 2.64139 -0.99037 -1.81320
F1 -2.30484 -6.97239 0.48602
C21 -2.09949 -6.75578 -0.81766
C22 -1.10008 -5.89396 -1.23446
C23 -0.92908 -5.74409 -2.60227
F2 0.04417 -4.92794 -3.03679
C24 -1.71067 -6.40252 -3.52980
F3 -1.51641 -6.23372 -4.83860
C25 -2.70866 -7.24865 -3.07854
F4 -3.47664 -7.89427 -3.95171
C26 -2.90291 -7.42874 -1.72105
F5 -3.86442 -8.24988 -1.29517
Ge1 0.05721 -4.76372 -0.09115
S1 -0.39423 -2.67994 -0.40255
C27 1.87512 -5.39409 -0.57535
C28 2.15068 -6.74614 -0.45776
F6 1.16668 -7.57134 -0.07383
C29 3.40329 -7.26961 -0.70795
F7 3.65239 -8.56816 -0.54148
C30 4.41515 -6.42378 -1.13028
F8 5.62638 -6.91023 -1.37997
C31 4.16344 -5.07412 -1.29373
F9 5.13314 -4.25406 -1.70976
C32 2.90418 -4.57925 -1.00838
F10 2.70660 -3.25929 -1.15665
C33 -0.28170 -5.26504 1.80450
C34 0.62612 -5.78997 2.70779
F11 1.84823 -6.15424 2.30028
C35 0.32678 -5.93774 4.05135
F12 1.23045 -6.43322 4.89822
C36 -0.91368 -5.54873 4.52047
F13 -1.20086 -5.65391 5.81503
C37 -1.85343 -5.03531 3.64303
F14 -3.05528 -4.65975 4.09107
C38 -1.52231 -4.90159 2.30985
F15 -2.43478 -4.39542 1.47302
C39 0.69692 7.85618 -1.66329
C40 0.81599 6.52408 -2.39606
N5 2.09764 5.85960 -2.19017
C41 3.25618 6.32766 -2.95316
C42 4.23278 7.13299 -2.10369
C43 2.27677 4.77254 -1.40543
O5 3.33055 4.16010 -1.33726
C44 1.10361 4.28417 -0.59707
C45 0.61481 4.94099 0.52520
C46 -0.41709 4.36098 1.24564
C47 -0.87556 3.11497 0.87218
N6 -0.36191 2.45094 -0.16718
C48 0.59537 3.03655 -0.89477
H21 -0.29759 8.27599 -1.81838
H22 1.43053 8.57245 -2.03328
H23 0.85321 7.72610 -0.59228
H24 0.69243 6.69258 -3.46783
H25 0.01945 5.85303 -2.07962
H26 2.88783 6.92178 -3.78948
H27 3.77207 5.45012 -3.34315
H28 3.75437 8.01444 -1.67586
H29 5.07500 7.45775 -2.71510
H30 4.61425 6.51234 -1.29412
H31 1.04930 5.88319 0.83364
H32 -0.83770 4.85149 2.11127
H33 -1.66713 2.61442 1.41576
H34 0.98356 2.48653 -1.74080
I1 -1.37029 1.21205 -3.02428
C49 -0.09210 -0.08188 -1.92895
H35 0.87246 -0.04849 -2.42337
H36 -0.54188 -1.06541 -1.98520

Atomic forces in eV per Å
Ir -0.853 -0.355 -1.146
C 0.075 0.032 -0.040
C 0.004 -0.123 0.261
C -0.258 -0.139 -0.157
C 0.026 0.046 0.001
C 0.008 0.016 0.029
C -0.039 -0.061 0.060
C -0.138 -0.018 -0.216
C 0.234 0.159 -0.060
C -0.098 -0.086 0.003
C 0.399 -0.212 0.422
N 0.501 0.872 -1.022
C 0.169 -0.524 0.344
C -0.767 0.169 0.060
C 0.070 0.005 0.018
C 0.143 0.099 -0.047
C -0.294 0.075 -0.270
N 1.534 0.354 0.105
H -0.072 -0.067 -0.013
H -0.026 -0.054 0.005
H -0.004 0.003 -0.001
H 0.054 -0.068 -0.070
H -0.028 0.021 -0.027
H -0.001 0.022 -0.057
H -0.002 -0.002 0.000
H 0.009 0.002 -0.002
H -0.066 -0.058 -0.038
H -0.067 -0.002 0.080
H -0.007 0.028 -0.008
H 0.011 0.026 0.040
H 0.031 0.025 0.047
H 0.081 0.094 0.058
H 0.015 -0.008 -0.006
H -0.003 0.022 0.010
H 0.055 -0.044 0.033
O -0.054 0.163 0.142
C -0.015 -0.097 -0.100
O -0.034 0.047 -0.010
C -0.114 0.052 0.056
C 0.069 0.066 0.047
N -0.153 -0.129 -0.190
N -0.974 0.312 0.658
C 0.371 -0.099 -0.161
C 0.269 -0.039 0.104
O -0.042 0.065 -0.064
O -0.712 -0.073 -0.021
H 0.053 -0.104 -0.078
H -0.051 -0.046 -0.024
H 0.011 -0.106 0.088
F -0.113 -0.116 -0.035
C 0.233 0.154 -0.079
C -0.010 0.268 -0.072
C 0.029 0.015 0.334
F -0.075 -0.033 -0.213
C 0.078 0.048 -0.100
F -0.022 -0.023 0.013
C -0.012 -0.015 -0.047
F 0.010 0.010 0.022
C -0.107 -0.085 0.107
F 0.021 -0.002 -0.021
Ge 0.197 -0.124 0.283
S 0.188 0.060 -0.220
C -0.159 0.078 0.066
C -0.029 0.316 -0.085
F 0.136 -0.128 0.080
C -0.043 -0.186 0.033
F 0.000 0.009 -0.051
C 0.057 -0.012 -0.007
F -0.021 0.009 -0.008
C 0.041 0.164 -0.006
F 0.011 -0.041 0.005
C -0.214 -0.215 0.056
F 0.184 0.036 -0.034
C -0.012 0.118 -0.075
C -0.223 0.054 -0.231
F 0.043 -0.067 0.155
C 0.150 -0.059 0.040
F -0.021 0.013 0.002
C -0.022 0.031 0.078
F -0.009 -0.050 -0.030
C -0.092 0.086 -0.052
F 0.026 -0.004 0.027
C 0.267 -0.032 -0.129
F -0.159 -0.045 0.151
C -0.001 -0.079 -0.080
C 0.005 0.117 0.160
N -0.033 0.005 -0.057
C 0.187 0.012 0.184
C -0.066 -0.046 -0.025
C -0.028 0.009 -0.130
O -0.012 -0.044 0.018
C -0.075 0.051 0.063
C -0.026 -0.070 -0.070
C -0.065 0.191 -0.186
C -0.408 -0.122 0.079
N 1.098 -1.138 0.122
C 0.065 0.178 -0.203
H 0.015 0.031 0.000
H 0.000 0.016 0.032
H 0.005 0.037 0.004
H -0.017 -0.103 -0.014
H -0.012 -0.009 -0.049
H -0.054 -0.034 -0.001
H -0.046 0.014 -0.088
H 0.016 0.013 -0.009
H 0.010 0.012 0.023
H 0.024 0.020 0.003
H -0.040 0.008 0.023
H -0.028 -0.039 0.002
H 0.149 -0.122 0.094
H 0.045 -0.091 0.105
I 0.017 0.007 -0.451
C -0.411 0.627 1.621
H 0.028 0.065 0.099
H 0.011 -0.006 -0.066

(2)
Entry from the OMol25 dataset: a structure of composition C49H37N14O3STl (ωB97M-V/def2-TZVPD).

**E_HOMO (alpha / beta)**: -1.05 / -1.09 eV
**Frontier orbital gap (alpha / beta)**: 5.1 / 5.0 eV
**Net charge**: -2

Element x y z (Å)
Tl1 -0.04939 -0.64554 0.19661
C1 -4.99919 1.01905 -4.36075
C2 -4.96688 2.27481 -3.72206
C3 -3.90855 2.63182 -2.90413
C4 -2.87830 1.71028 -2.70597
C5 -1.65241 1.73120 -1.93997
N1 -1.00592 0.52291 -2.07744
C6 -1.71261 -0.24157 -2.90651
N2 -1.34769 -1.44389 -3.46678
C7 -0.24269 -2.07835 -3.24300
C8 0.13443 -3.22709 -4.11467
C9 -0.48235 -3.82803 -5.19451
C10 0.19120 -4.86838 -5.83200
C11 1.45215 -5.28030 -5.39475
C12 2.06394 -4.66138 -4.30659
C13 1.38263 -3.63475 -3.68200
C14 1.71988 -2.76519 -2.51338
N3 2.83119 -3.00881 -1.84717
C15 3.17946 -2.26330 -0.77167
N4 2.64767 -1.15984 -0.34996
C16 3.30408 -0.76142 0.85941
N5 3.05121 1.50912 -0.02633
C17 1.91908 2.33173 0.01417
N6 0.82731 1.85847 -0.50023
C18 -0.06707 2.89951 -0.67660
N7 -1.22039 2.82749 -1.30647
C19 0.52931 4.11448 -0.14735
C20 0.11268 5.44175 -0.08428
C21 0.98028 6.38071 0.44475
C22 2.25794 6.01453 0.90325
C23 2.68385 4.69899 0.83203
C24 1.81177 3.75139 0.30531
C25 4.34724 -1.77370 1.17157
C26 5.24357 -1.93766 2.21082
C27 6.08532 -3.04831 2.18048
C28 6.02830 -3.96619 1.13526
C29 5.11807 -3.79522 0.09445
C30 4.28476 -2.69524 0.13195
N8 0.74270 -1.86848 -2.30154
C31 -2.91490 0.45414 -3.33614
C32 -3.97155 0.10853 -4.17902
H1 -5.83958 0.76746 -4.99911
H2 -5.78440 2.97033 -3.87970
H3 -3.86734 3.60747 -2.43247
H4 -1.45817 -3.49333 -5.52549
H5 -0.26395 -5.36261 -6.68269
H6 1.95711 -6.09067 -5.90910
H7 3.04293 -4.96419 -3.95201
H8 -0.87467 5.72090 -0.43308
H9 0.67273 7.41867 0.51097
H10 2.91439 6.77335 1.31131
H11 3.66682 4.40731 1.18627
H12 5.28292 -1.23902 3.03391
H13 6.78408 -3.20595 2.99395
H14 6.68679 -4.82800 1.14067
H15 5.04915 -4.49926 -0.72683
H16 -3.97985 -0.85458 -4.67815
C33 -1.49924 -3.14485 3.18324
N9 -0.59256 -2.09080 3.59258
C34 -0.94809 -0.94081 4.29701
C35 0.11213 -0.12530 4.29998
N10 1.12452 -0.79158 3.60426
C36 0.69598 -2.02387 3.18170
S1 1.58916 -3.22064 2.41151
C37 2.30552 -0.16414 3.13537
C38 3.16760 0.45498 3.94299
C39 4.27418 1.20373 3.35533
C40 4.41291 1.32606 2.03100
C41 3.41733 0.73668 1.11443
N11 2.37937 -0.08158 1.75336
H17 -2.36759 -3.12472 3.83886
H18 -0.98883 -4.10222 3.26662
H19 -1.80875 -3.00194 2.14612
H20 -1.94074 -0.79804 4.68613
H21 0.24199 0.90082 4.61586
H22 3.00075 0.46128 5.01214
H23 4.98503 1.68053 4.01987
H24 5.20901 1.90716 1.58281
H25 2.84276 0.82921 -0.75622
C42 -4.47748 -1.39421 0.95816
N12 -4.10659 -2.04282 -0.29383
C43 -4.81953 -1.70550 -1.50632
C44 -3.01644 -2.83617 -0.30780
O1 -2.33826 -3.08018 0.67450
H26 -4.76155 -2.13988 1.70494
H27 -5.32690 -0.74041 0.76395
H28 -3.65129 -0.80360 1.35535
H29 -5.86239 -2.03469 -1.45046
H30 -4.34281 -2.19556 -2.35585
H31 -4.79931 -0.62995 -1.68898
H32 -2.76048 -3.20623 -1.31407
C45 -3.62693 3.13575 0.89552
N13 -2.42404 3.17382 1.70899
C46 -1.89777 4.36670 2.10951
C47 -0.75689 4.44130 2.80940
C48 -0.04913 3.19839 3.12898
O2 0.98442 3.22690 3.82160
N14 -0.55240 2.03202 2.63380
C49 -1.71791 1.97394 1.97320
O3 -2.22895 0.91655 1.55772
H33 -4.53089 3.12452 1.51287
H34 -3.60979 2.23497 0.29059
H35 -3.64942 4.00459 0.23627
H36 -2.45895 5.24524 1.81396
H37 -0.32980 5.38841 3.10580

Atomic forces in eV per Å
Tl -0.065 0.010 -0.179
C 0.073 -0.103 0.026
C 0.106 0.023 0.097
C -0.172 0.054 -0.118
C 0.258 0.058 0.206
C -0.213 0.010 -0.024
N -0.242 -0.128 -0.245
C 0.136 0.440 0.033
N -0.062 -0.143 -0.051
C -0.124 0.043 0.089
C -0.040 0.095 0.013
C -0.033 -0.087 -0.073
C 0.042 0.037 0.068
C -0.057 0.054 0.030
C 0.057 -0.051 -0.008
C 0.094 -0.007 0.065
C -0.234 0.033 0.038
N 0.234 -0.051 0.018
C -0.022 -0.177 0.035
N 0.175 0.234 0.131
C 0.243 0.133 0.034
N 0.288 0.136 -0.044
C -0.147 0.123 -0.068
N -0.031 -0.043 -0.272
C -0.665 0.047 -0.088
N 0.398 -0.060 0.167
C 0.030 0.002 -0.062
C 0.123 0.070 -0.094
C 0.049 -0.074 -0.069
C -0.066 -0.054 -0.048
C -0.015 0.001 0.042
C 0.067 0.060 -0.017
C -0.185 0.094 0.133
C 0.099 -0.039 0.034
C -0.061 0.040 -0.040
C -0.059 0.015 -0.031
C 0.078 -0.038 -0.045
C -0.055 -0.089 -0.156
N 0.075 -0.088 -0.130
C 0.071 -0.281 -0.040
C -0.062 0.112 -0.119
H 0.021 0.011 -0.004
H 0.015 0.003 -0.008
H -0.011 -0.042 0.019
H 0.023 0.013 -0.001
H -0.007 -0.009 0.001
H -0.012 0.015 0.003
H -0.056 0.017 -0.007
H 0.017 -0.005 -0.022
H -0.004 0.001 0.011
H 0.005 0.007 0.030
H -0.048 0.020 -0.013
H -0.012 -0.026 -0.008
H 0.010 -0.004 -0.011
H -0.007 0.028 0.001
H -0.024 0.016 0.048
H 0.005 0.011 0.023
C 0.205 -0.056 0.486
N 0.113 0.005 0.099
C 0.003 -0.354 -0.094
C 0.411 0.141 0.030
N 0.141 0.347 0.140
C -0.452 0.155 0.264
S -0.035 0.044 0.027
C -0.075 -0.251 0.249
C 0.217 0.177 0.038
C -0.178 -0.067 0.108
C -0.066 -0.080 0.000
C 0.206 -0.280 0.060
N -0.064 0.052 -0.151
H -0.061 0.001 0.122
H 0.038 -0.068 0.090
H 0.299 0.006 1.074
H 0.019 -0.001 -0.096
H 0.028 -0.260 -0.049
H 0.026 0.007 -0.067
H -0.016 -0.003 0.005
H -0.015 0.002 0.019
H 0.023 0.044 -0.103
C 0.006 -0.073 -0.029
N 0.259 -0.177 0.119
C -0.034 -0.021 -0.008
C -0.245 0.593 -0.475
O -0.625 -0.364 -1.392
H -0.026 -0.029 -0.017
H 0.031 0.010 0.023
H 0.041 0.082 -0.067
H -0.001 -0.008 0.019
H 0.013 0.050 0.038
H 0.027 -0.035 0.026
H -0.028 -0.068 0.038
C 0.109 0.012 0.085
N 0.006 -0.070 -0.089
C -0.001 -0.026 0.198
C -0.190 -0.110 0.170
C 0.029 0.065 -0.084
O -0.105 -0.189 0.006
N -0.113 0.186 -0.102
C 0.074 0.042 -0.094
O -0.018 0.131 0.115
H -0.015 -0.001 0.042
H 0.042 -0.013 -0.034
H 0.019 -0.011 0.013
H -0.023 0.020 -0.027
H -0.003 -0.024 -0.022